Here is a molecular structure, C21H33Br2N3OPdSSi from the Open Molecules 2025 dataset. Energies are from ωB97M-V/def2-TZVPD.

Summary:
Frontier orbital gap: 6.1631 eV
Energy: -7022.59629 hartree
E_HOMO: -0.5322 Eh
Max |F|: 0.0070 hartree/bohr
Net charge: +2

Geometry (Å):
Pd  0.059  -0.089  1.310
N  -1.548  0.499  2.513
C  -1.535  1.940  2.683
C  -1.558  2.488  3.952
C  -1.483  3.865  4.097
C  -1.377  4.670  2.972
C  -1.356  4.104  1.706
C  -1.445  2.724  1.536
C  -1.438  2.125  0.175
C  -2.028  2.826  -0.887
C  -1.957  2.376  -2.194
C  -1.281  1.202  -2.490
C  -0.710  0.459  -1.464
C  -0.820  0.931  -0.175
H  -1.499  0.041  3.421
H  -2.411  0.186  2.066
H  -1.635  1.848  4.824
H  -1.500  4.304  5.085
H  -1.305  5.743  3.079
H  -1.250  4.743  0.840
H  -2.554  3.745  -0.665
H  -2.424  2.950  -2.982
H  -1.189  0.862  -3.513
H  -0.154  -0.443  -1.676
Br  1.780  1.453  2.852
C  2.597  -0.237  3.339
Br  1.242  -1.573  3.653
H  3.167  -0.084  4.247
H  3.190  -0.563  2.495
C  1.245  -3.477  -0.253
N  0.146  -3.056  -1.130
C  0.409  -3.242  -2.562
C  -1.021  -2.604  -0.701
S  -1.207  -1.929  0.923
N  -2.133  -2.745  -1.413
C  -2.360  -3.907  -2.285
C  -3.320  -1.902  -1.215
H  1.293  -4.567  -0.257
H  1.103  -3.108  0.754
H  2.174  -3.072  -0.644
H  1.416  -2.886  -2.757
H  -0.297  -2.656  -3.146
H  0.347  -4.289  -2.857
H  -1.614  -4.672  -2.097
H  -2.353  -3.625  -3.336
H  -3.340  -4.312  -2.036
H  -3.029  -0.900  -0.915
H  -3.990  -2.343  -0.477
H  -3.839  -1.842  -2.169
C  4.299  0.259  0.324
Si  2.682  0.324  -0.603
C  2.144  2.104  -0.830
C  2.928  -0.453  -2.283
O  1.581  -0.621  0.255
H  5.090  0.697  -0.289
H  4.603  -0.766  0.551
H  4.280  0.834  1.252
H  3.037  2.725  -0.935
H  1.575  2.514  0.007
H  1.549  2.240  -1.735
H  3.766  0.039  -2.784
H  2.064  -0.346  -2.943
H  3.193  -1.510  -2.213